No. 1
14
Properties=species:S:1:pos:R:3:forces:R:3 method="wB97M-V/def2-TZVPD" energy_ha=-361.7250 spin_multiplicity=1 de_lowest_kj_mol=409.2 fmax_ev_per_a=0.3 homo_lumo_gap_ha=0.3561 charge=0 homo_ev=-8.76
C 1.306461 -0.791443 0.946878 -0.1 0.0 0.0
C 0.395140 -0.355591 0.081209 0.2 0.0 0.0
N -0.520838 -1.173681 -0.617893 -0.1 0.3 0.1
O -0.632918 -2.455062 -0.050756 0.1 -0.3 -0.2
C 0.324328 1.071297 -0.370336 0.0 -0.1 -0.1
C -0.879039 1.886304 -0.169248 -0.3 0.0 -0.1
O 0.273210 2.067436 0.635066 0.1 0.1 0.1
H 1.344479 -1.832067 1.245290 0.0 0.1 0.0
H 2.020017 -0.096319 1.375356 -0.1 -0.1 -0.1
H -1.455165 -0.772944 -0.596358 0.1 0.0 0.0
H -0.300646 -3.036174 -0.748143 -0.1 0.0 0.2
H 0.969028 1.328160 -1.212091 -0.1 -0.1 0.1
H -1.100490 2.696128 -0.863465 0.0 -0.1 0.1
H -1.743568 1.463955 0.344491 0.2 0.0 0.0



No. 2
86
Properties=species:S:1:pos:R:3:forces:R:3 method="wB97M-V/def2-TZVPD" energy_ha=-5386.9651 spin_multiplicity=1 de_lowest_kj_mol=0.0 fmax_ev_per_a=2.7 homo_lumo_gap_ha=0.3184 charge=0 homo_ev=-9.42
Cu -8.198976 -22.470614 13.165946 -0.1 1.0 0.0
Cu -7.614984 -23.384141 17.494542 0.4 1.0 -0.4
C -8.119808 -21.270862 15.638335 -0.7 -1.7 1.1
O -8.985609 -20.769662 14.836548 1.0 0.1 0.2
O -7.172662 -22.062058 15.220900 -1.0 0.3 -0.8
O -8.294116 -21.221044 16.931829 0.4 -0.1 -0.8
C -3.863009 -21.709210 16.150732 -0.5 -0.6 -0.1
C -3.874953 -22.619605 14.922033 -0.5 -0.2 0.4
O -4.725762 -22.124786 13.894962 0.5 0.3 -0.2
O -4.998789 -21.879391 17.000420 -0.1 -0.1 0.4
H -3.784174 -20.681385 15.777419 0.0 0.1 0.2
H -3.032610 -21.948282 16.815155 0.2 0.1 -0.3
H -4.240334 -23.619857 15.195457 0.2 0.0 0.3
H -2.857734 -22.746374 14.548625 -0.1 0.2 -0.3
H -5.545265 -21.818403 14.310870 0.0 -0.2 0.0
H -5.845057 -21.896566 16.527437 0.4 0.3 -0.6
C -8.656041 -22.897965 20.476119 -0.7 0.2 -0.5
C -8.655955 -24.299947 19.933645 0.6 -0.6 0.3
O -9.019637 -24.319930 18.544928 0.0 -0.1 -0.1
O -7.685976 -22.203932 19.721178 0.8 0.3 -0.2
H -8.446121 -22.866980 21.546274 0.1 0.0 0.0
H -9.613115 -22.407039 20.266362 -0.2 -0.3 0.4
H -9.228370 -25.025834 20.513461 -0.4 0.2 -0.1
H -7.621107 -24.657308 19.966257 -0.1 0.0 0.0
H -9.675786 -23.612929 18.358574 -0.6 -0.2 0.2
H -8.085716 -21.467574 19.248391 0.0 0.0 0.1
C -10.137640 -17.789953 19.659395 0.9 0.5 -1.1
C -9.234131 -18.990150 19.453825 1.1 0.3 1.4
O -8.378088 -18.906446 18.319624 -0.8 -0.9 -0.2
O -11.273405 -17.715674 18.818581 -0.6 -0.7 0.3
H -9.576485 -16.873561 19.431045 0.5 -0.2 0.3
H -10.350578 -17.751775 20.728782 -0.8 -0.1 -0.2
H -9.766705 -19.942484 19.576550 -0.2 0.0 -0.6
H -8.554070 -18.967733 20.322395 -0.2 0.0 0.1
H -8.212960 -19.821735 17.977562 -0.2 0.9 -0.3
H -11.054024 -18.115151 17.963462 0.1 0.3 -0.1
C -5.882806 -18.220275 16.527412 1.1 -0.1 -0.5
C -4.977276 -17.597162 15.482600 0.9 -0.2 0.1
O -3.860132 -16.922843 16.068336 -0.2 0.3 0.0
O -6.399794 -17.225974 17.360027 -0.7 -0.1 0.1
H -5.250649 -18.912430 17.102557 -0.1 -0.1 0.1
H -6.591366 -18.850090 15.967001 -0.5 0.2 0.3
H -5.471864 -16.876538 14.834264 -0.2 0.0 0.2
H -4.566582 -18.389035 14.842255 -0.4 -0.1 -0.1
H -3.242004 -17.583039 16.392473 -0.1 0.0 0.1
H -7.049380 -17.659552 17.942363 0.1 0.2 -0.2
C -10.443397 -17.690305 14.645333 0.4 0.7 0.2
C -8.965023 -17.351613 14.508663 -0.2 -0.4 0.1
O -8.277890 -18.396505 13.790097 -0.5 0.4 0.3
O -10.701461 -18.628065 15.676779 -0.1 -0.1 0.1
H -10.829253 -18.000909 13.666407 -0.1 -0.2 0.1
H -10.944827 -16.759112 14.918666 -0.2 -0.1 0.1
H -8.518288 -17.277094 15.506749 0.0 0.3 -0.1
H -8.844164 -16.416595 13.961798 0.1 -0.1 0.0
H -8.562867 -19.214442 14.237647 0.3 -0.3 -0.1
H -10.059397 -19.355964 15.623843 -0.1 0.0 -0.1
C -6.201255 -18.346225 11.071839 0.0 -1.2 -0.5
C -6.150377 -19.856980 11.345978 -0.1 0.6 0.8
O -7.379196 -20.342203 11.914390 -0.1 -0.5 0.1
O -6.164037 -17.632901 12.275988 0.1 0.5 0.0
H -7.049597 -18.097429 10.422112 -0.1 0.1 0.2
H -5.293945 -18.144589 10.495226 0.0 0.4 0.2
H -5.352999 -19.947810 12.092620 0.1 -0.4 -0.2
H -5.943677 -20.479425 10.478452 0.0 0.2 -0.1
H -7.611318 -19.764767 12.653222 0.0 0.1 -0.2
H -6.977898 -17.759769 12.797525 0.3 -0.2 -0.3
C -11.748351 -21.408069 17.797687 -0.5 0.2 0.0
C -12.678887 -21.779135 18.929950 -0.8 -0.1 -0.1
O -13.915115 -21.081101 18.791345 0.2 0.0 -0.1
O -10.543250 -22.164553 17.888287 0.0 0.7 -0.2
H -11.615855 -20.317346 17.852759 0.7 -0.1 0.1
H -12.227171 -21.539136 16.820942 -0.1 -0.4 0.1
H -12.262185 -21.572115 19.923230 0.3 0.0 -0.2
H -12.932041 -22.840720 18.879355 0.1 0.0 0.1
H -13.714690 -20.142014 18.687053 -0.1 0.0 0.1
H -9.886155 -21.691771 17.327023 0.2 -0.2 0.3
C -11.117704 -20.904266 12.452668 -2.1 1.5 0.6
C -11.013674 -21.877315 11.337192 1.5 -0.7 -0.5
O -9.796528 -22.679210 11.505903 0.4 -0.5 0.7
O -11.325852 -21.545087 13.701623 0.5 -0.2 -0.2
H -12.042508 -20.320408 12.291599 0.0 -0.2 -0.4
H -10.414155 -20.067634 12.496677 0.8 -0.7 -0.1
H -10.852779 -21.465487 10.340941 -0.4 0.6 0.2
H -11.875778 -22.541583 11.292191 0.0 0.0 0.2
H -10.042118 -23.607227 11.560782 -0.1 0.0 -0.1
H -10.645548 -21.215150 14.307437 0.0 -0.2 0.0